1.
Formula: C4H5N
Source: the OMol25 dataset
Level of theory: ωB97M-V/def2-TZVPD

## Properties
**2S+1**: 1
**Energy above the lowest of the compared OMol25 structures with the same formula, charge and spin**: 557.3 kJ/mol
**Gap between HOMO and LUMO**: 9.8886 eV

Each line ends with the natural charge from an NBO analysis.
Positions of all 10 atoms, in Å:
C 2.2368 -0.4387 -0.1342  -0.21
C 1.0545 -0.4001 0.0903  -0.05
C -0.3692 -0.3431 0.3762  -0.20
C -1.0824 0.9641 0.3605  -0.33
N -1.2147 -0.3424 -0.8275  -0.63
H 3.2861 -0.4707 -0.3296  0.24
H -0.6914 -1.0915 1.1001  0.22
H -0.4473 1.6972 -0.1585  0.16
H -2.0368 0.3525 -0.4620  0.40
H -0.7036 -0.0204 -1.6460  0.39

Forces on atoms 1 to 3 (eV/Å):
-0.45 0.02 0.09
0.50 0.02 -0.09
0.07 -0.09 0.08



2.
Formula: C71H110IN11O
Source: the OMol25 dataset
Level of theory: ωB97M-V/def2-TZVPD

## Properties
**2S+1**: 1
**Total charge**: +10
**Gap between HOMO and LUMO**: 6.5568 eV

Each line ends with the Löwdin charge.
Positions of all 194 atoms, in Å:
I 20.6810 1.3819 18.9827  -0.16
C 23.6027 -0.9212 20.8669  -0.03
N 24.6999 0.0438 20.4087  -0.31
C 24.5488 1.3903 21.1705  0.03
C 26.0692 -0.6580 20.8431  0.10
C 24.5903 0.3449 18.9125  -0.07
C 25.5051 1.5154 18.1926  -0.26
O 26.8137 1.4000 18.4266  -0.02
H 23.7784 -1.1052 21.9268  0.11
H 23.6373 -1.8313 20.2681  0.11
H 22.6848 -0.3434 20.7581  0.01
H 25.4530 1.9405 20.9104  0.12
H 24.3295 1.2900 22.2335  0.10
H 23.6411 1.8995 20.8465  0.07
H 26.0391 -0.8850 21.9088  0.11
H 26.8311 0.0476 20.5119  0.11
H 26.0496 -1.6177 20.3267  0.11
H 23.5381 0.5977 18.7819  0.01
H 24.8361 -0.5601 18.3570  0.13
H 25.2569 2.5169 18.5440  0.11
H 25.4563 1.5134 17.1037  0.11
H 27.2503 2.1418 18.0015  0.13
C 15.2266 7.2157 27.4268  0.08
N 15.7697 6.6974 26.1446  -0.06
C 16.0339 5.3861 25.9587  0.04
C 16.3429 4.8848 24.6591  0.05
C 16.3847 5.7938 23.6158  -0.14
C 16.2952 7.1505 23.8541  0.07
C 15.9463 7.5819 25.1330  0.07
C 16.7215 5.3248 22.2308  -0.15
C 16.0466 4.3146 21.6185  0.06
C 16.4136 3.8078 20.3788  0.05
N 17.4327 4.4182 19.7073  -0.05
C 18.0821 5.4547 20.2926  0.04
C 17.7465 5.8578 21.5612  0.03
C 17.7133 3.9978 18.3062  0.00
H 15.1135 8.2942 27.5370  0.14
H 15.7646 6.7076 28.2271  0.12
H 14.2304 6.7743 27.4579  0.13
H 15.9267 4.7536 26.8275  0.14
H 16.4934 3.8341 24.4600  0.11
H 16.4937 7.8748 23.0780  0.15
H 15.7664 8.6383 25.2671  0.17
H 15.3253 3.7153 22.1541  0.15
H 16.0096 2.9144 19.9261  0.14
H 18.8288 5.9265 19.6711  0.15
H 18.3870 6.6090 21.9990  0.14
H 17.1231 4.6244 17.6375  0.12
H 17.5731 2.9258 18.1675  0.07
H 18.6935 4.3004 17.9378  0.08
C 15.8559 1.5199 31.1813  0.09
N 16.6029 1.2381 29.9261  -0.05
C 17.7335 0.5201 29.9833  0.05
C 18.3936 0.1521 28.8438  0.09
C 17.9435 0.7070 27.6189  -0.16
C 16.7747 1.3330 27.5506  0.00
C 16.0676 1.6312 28.7150  0.08
C 18.7410 0.6071 26.3719  -0.14
C 18.1921 0.2611 25.1828  0.03
C 18.9787 0.3620 24.0310  0.02
N 20.2765 0.8054 24.0764  -0.07
C 20.8745 1.1462 25.2785  0.08
C 20.0525 1.0649 26.4107  0.08
C 21.0607 0.9955 22.8228  -0.01
H 16.4947 1.8520 31.9997  0.14
H 15.3609 0.5531 31.2727  0.14
H 15.1071 2.2880 30.9879  0.11
H 18.0013 0.0942 30.9390  0.18
H 19.3059 -0.4228 28.7827  0.15
H 16.3894 1.8129 26.6630  0.12
H 15.2350 2.3179 28.7562  0.15
H 17.1718 -0.0870 25.1179  0.15
H 18.5598 0.1647 23.0552  0.13
H 21.8925 1.5069 25.2804  0.16
H 20.4653 1.4872 27.3149  0.15
H 20.7388 1.9488 22.4035  0.08
H 20.9181 0.1527 22.1464  0.05
H 22.1010 0.9624 23.1464  0.09
C 20.0548 5.1953 12.8531  0.08
N 20.4181 3.7935 13.2837  -0.07
C 20.6412 3.4679 14.5703  0.00
C 20.7078 2.1138 15.0145  0.03
C 20.7882 1.0953 14.0599  -0.14
C 20.7220 1.4970 12.7015  0.10
C 20.5324 2.8615 12.3544  0.04
C 21.1021 -0.3081 14.3859  -0.15
C 22.0756 -0.6418 15.3627  0.07
C 22.3391 -2.0241 15.5968  0.01
N 21.6843 -2.9764 14.9230  -0.08
C 20.5760 -2.6356 14.1601  0.09
C 20.3858 -1.3072 13.7725  0.05
C 22.1489 -4.3388 15.1465  0.05
H 18.9824 5.3675 12.9441  0.12
H 20.3626 5.2663 11.8099  0.12
H 20.4743 5.9774 13.4859  0.11
H 20.5309 4.2578 15.2985  0.13
H 20.7440 1.9549 16.0822  0.00
H 20.7938 0.7556 11.9195  0.15
H 20.5168 3.1395 11.3109  0.17
H 22.6379 0.1602 15.8176  0.11
H 23.1087 -2.2843 16.3085  0.15
H 20.0430 -3.4809 13.7503  0.16
H 19.7200 -1.0312 12.9682  0.15
H 22.0076 -4.5903 16.1976  0.12
H 23.2196 -4.3909 14.9490  0.13
H 21.6196 -4.9970 14.4575  0.13
C 16.4846 0.0670 16.3082  0.06
N 17.0607 -0.5296 17.5161  -0.08
C 17.9949 -1.4520 17.3460  0.01
C 18.6455 -2.0352 18.4520  0.06
C 18.1324 -1.7354 19.7327  -0.15
C 17.1291 -0.7977 19.8622  0.04
C 16.5648 -0.2037 18.7174  0.03
C 18.7605 -2.2666 20.9688  -0.12
C 20.1467 -2.5055 21.0912  0.02
C 20.5949 -3.3247 22.1327  0.04
N 19.7612 -3.7579 23.1551  -0.06
C 18.4583 -3.3530 23.2028  0.06
C 17.9195 -2.6603 22.0916  0.07
C 20.4029 -4.6021 24.1877  0.05
H 16.2158 -0.7543 15.6439  0.13
H 17.0989 0.8560 15.8743  0.11
H 15.6046 0.6206 16.6356  0.11
H 18.3296 -1.7819 16.3736  0.15
H 19.5314 -2.6272 18.2760  0.13
H 16.6274 -0.5197 20.7774  0.13
H 15.7388 0.4898 18.6609  0.15
H 20.7304 -2.1604 20.2505  0.10
H 21.6550 -3.5063 22.2308  0.15
H 17.9656 -3.5323 24.1469  0.16
H 16.8520 -2.4984 22.0670  0.13
H 20.7090 -5.5318 23.7081  0.14
H 19.7401 -4.8672 25.0115  0.12
H 21.2107 -4.0375 24.6533  0.12
C 22.8479 5.4612 17.2512  -0.10
C 23.6612 6.5701 16.4636  -0.19
C 23.8401 6.0253 15.0530  -0.18
C 25.0364 5.0885 15.0254  -0.14
N 25.3098 4.2858 13.7648  -0.22
C 26.6255 3.4045 13.9154  -0.09
C 27.2764 3.3896 12.5913  -0.13
C 26.7847 4.6406 11.8879  -0.13
C 25.6357 5.2124 12.5793  -0.10
C 24.1932 3.3252 13.4209  0.03
H 21.7644 5.5435 17.1663  0.05
H 22.9216 5.7174 18.3081  0.04
H 23.1294 4.4513 16.9527  0.06
H 24.5547 6.6333 17.0847  0.11
H 23.1238 7.5183 16.4590  0.11
H 24.1472 6.7994 14.3498  0.13
H 22.9072 5.5939 14.6900  0.09
H 24.9902 4.3634 15.8379  0.11
H 25.8986 5.7314 15.2026  0.15
H 26.4209 2.5357 14.5410  0.13
H 27.2820 3.9649 14.5810  0.14
H 26.9801 2.4471 12.1310  0.13
H 28.3630 3.3718 12.6758  0.15
H 26.3179 4.2900 10.9675  0.14
H 27.5781 5.3497 11.6519  0.16
H 24.7307 5.4554 12.0225  0.15
H 26.0356 6.1336 13.0028  0.14
H 23.9665 2.8658 14.3829  0.09
H 24.5900 2.5605 12.7532  0.12
H 23.3650 3.9705 13.1279  0.09
C 21.9506 4.7507 20.8261  -0.14
C 21.7569 5.9405 21.6947  -0.27
C 22.1958 7.2105 21.0143  -0.17
C 21.9536 8.5647 21.8083  -0.09
N 22.4449 9.8562 21.1167  -0.24
C 21.6656 10.1273 19.8027  -0.07
C 22.4319 9.3749 18.7057  -0.15
C 23.8811 9.3431 19.1499  -0.12
C 23.9012 9.6404 20.6458  -0.08
C 22.3090 11.0818 22.1801  0.12
H 21.5167 3.8654 21.2908  0.02
H 22.9899 4.4803 20.6395  0.08
H 21.4057 4.8373 19.8860  0.04
H 22.3454 5.8159 22.6037  0.13
H 20.7150 6.0692 21.9880  0.09
H 21.6635 7.2468 20.0638  0.09
H 23.2449 7.0819 20.7479  0.12
H 22.4108 8.5366 22.7973  0.13
H 20.9003 8.6974 22.0552  0.12
H 21.6657 11.2168 19.8361  0.13
H 20.5979 10.0196 19.9939  0.14
H 22.1552 9.9994 17.8563  0.14
H 21.9466 8.4152 18.5279  0.08
H 24.5747 10.0200 18.6512  0.14
H 24.2888 8.3453 18.9880  0.10
H 24.2980 10.6321 20.8633  0.14
H 24.4568 8.9934 21.3246  0.14
H 22.4351 11.9757 21.5693  0.12
H 23.0096 10.9365 23.0024  0.12
H 21.2714 10.8970 22.4581  0.10

Forces on atoms 1 to 3 (eV/Å):
-0.24 -0.15 0.06
0.52 1.55 -0.41
0.75 0.09 1.62



3.
Formula: C7H9N3O
Source: the OMol25 dataset
Level of theory: ωB97M-V/def2-TZVPD

## Properties
**2S+1**: 1
**Energy above the lowest of the compared OMol25 structures with the same formula, charge and spin**: 252.4 kJ/mol
**Structure (SMILES)**: c1cn[nH]n1.Cc1ccco1
**Gap between HOMO and LUMO**: 9.6379 eV

Each line ends with the natural charge from an NBO analysis.
Positions of all 20 atoms, in Å:
C -3.9745 0.7180 -0.2257  -0.12
C -3.5720 -0.6161 0.0682  -0.09
N -2.2232 -0.6448 0.0278  -0.27
N -1.8907 0.6368 -0.2728  -0.15
N -2.8671 1.4315 -0.4039  -0.22
H -4.9523 1.0735 -0.0095  0.21
H -4.0644 -1.4887 0.1362  0.21
H -0.9083 0.8705 -0.3234  0.42
C 1.5235 -2.0098 0.0681  -0.67
C 1.8765 -0.5732 0.0618  0.27
C 3.0790 0.0944 0.1789  -0.32
C 2.8154 1.5105 0.0980  -0.31
C 1.4284 1.5391 0.0871  0.05
O 0.9031 0.3276 0.0576  -0.42
H 0.5424 -2.2763 0.4483  0.25
H 2.2333 -2.7862 0.5381  0.24
H 1.5363 -2.3331 -1.0601  0.22
H 4.1253 -0.3108 0.0943  0.23
H 3.6099 2.3403 0.2021  0.25
H 0.7794 2.4969 0.2290  0.21

Forces on atoms 1 to 3 (eV/Å):
0.82 -1.82 1.10
3.35 3.66 -1.10
-0.51 0.74 -0.39



4.
Formula: C4H17NO3
Source: the OMol25 dataset
Level of theory: ωB97M-V/def2-TZVPD

## Properties
**2S+1**: 1
**Energy above the lowest of the compared OMol25 structures with the same formula, charge and spin**: 148.7 kJ/mol
**Structure (SMILES)**: CC[C@H](C)N.O.O.O
**Gap between HOMO and LUMO**: 8.8899 eV

Each line ends with the natural charge from an NBO analysis.
Positions of all 25 atoms, in Å:
C -0.5856 2.0968 0.5022  -0.63
C -0.9033 0.8783 -0.3086  -0.43
C -0.2315 1.0661 -1.7777  -0.03
C -1.1891 1.0619 -2.9545  -0.62
N 0.7573 -0.0249 -1.8158  -0.84
H 0.0338 1.9524 1.4263  0.20
H 0.0351 2.8804 0.0799  0.21
H -1.4680 2.5102 0.9222  0.21
H -2.0142 0.9624 -0.4982  0.19
H -0.8018 -0.0956 0.1051  0.23
H 0.2490 2.0539 -1.7696  0.17
H -0.9226 1.7837 -3.7155  0.22
H -1.1996 0.0414 -3.3896  0.20
H -2.2236 1.1797 -2.6191  0.21
H 0.3560 -0.8335 -2.2962  0.35
H 1.0050 -0.4190 -0.9207  0.35
O -1.2247 -2.4267 0.7559  -0.94
H -1.7949 -3.1313 0.4324  0.46
H -0.6731 -2.9195 1.3735  0.48
O 1.2908 -2.0325 1.5448  -0.97
H 1.8408 -2.2141 2.3251  0.49
H 1.6997 -2.3801 0.7490  0.48
O 1.8247 0.4150 2.9543  -0.94
H 1.0821 -0.0735 3.3121  0.46
H 1.6177 0.4314 2.0154  0.48

Forces on atoms 1 to 3 (eV/Å):
1.70 0.03 2.81
-2.18 2.35 -3.19
-0.07 -1.18 2.71



5.
Formula: C31H30BCeIN3O5
Source: the OMol25 dataset
Level of theory: ωB97M-V/def2-TZVPD

## Properties
**2S+1**: 1
**Energy above the lowest of the compared OMol25 structures with the same formula, charge and spin**: 0.0 kJ/mol
**Total charge**: +1
**Gap between HOMO and LUMO (spin up / spin down)**: 6.3577 / 6.3603 eV

Each line ends with the Löwdin charge.
Positions of all 72 atoms, in Å:
Ce -0.3552 0.1172 -0.4191  1.24
C 2.3906 -3.5488 -2.5248  -0.06
C 0.8720 -3.6274 -2.6865  -0.35
C 0.2697 -4.3365 -1.4699  -0.05
C 0.2319 -2.2698 -2.9182  -0.18
C 0.9645 -1.1603 -3.3458  -0.02
C 0.3366 0.0306 -3.6836  -0.04
C -1.0456 0.1900 -3.5640  -0.30
C -1.6881 1.4507 -4.0600  -0.03
C -1.7804 -0.8963 -3.0797  -0.05
C -1.1516 -2.1083 -2.7999  -0.03
H 2.7839 -4.5321 -2.2796  0.09
H 2.6555 -2.8659 -1.7197  0.09
H 2.8788 -3.2283 -3.4416  0.08
H 0.6594 -4.2380 -3.5751  0.16
H 0.3054 -3.6850 -0.5966  0.07
H 0.8340 -5.2383 -1.2519  0.09
H -0.7591 -4.6357 -1.6432  0.08
H 2.0308 -1.2325 -3.4904  0.12
H 0.9157 0.8331 -4.1198  0.12
H -1.5394 1.5293 -5.1369  0.10
H -1.2316 2.3239 -3.5950  0.08
H -2.7530 1.4662 -3.8473  0.09
H -2.8619 -0.8383 -3.0096  0.14
H -1.7643 -2.9566 -2.5294  0.12
C 2.8178 2.4016 -2.7229  -0.01
C 3.4756 2.0277 -1.4335  -0.25
N 4.6729 2.4806 -1.1925  0.14
C 5.2706 2.1671 -0.0404  -0.08
C 4.6375 1.5164 0.9892  -0.13
C 5.3708 1.3242 2.2889  -0.21
O 5.4502 -0.0534 2.6181  -0.05
C 3.3148 1.0428 0.7853  -0.05
C 2.5763 0.4850 1.8623  -0.02
N 1.3254 0.1342 1.8350  0.03
C 0.8125 -0.4280 3.0057  -0.35
C 1.5283 -1.4037 3.7129  -0.01
C 1.0346 -1.9455 4.8829  -0.05
C -0.1926 -1.5346 5.3788  -0.06
C -0.9266 -0.5795 4.6947  -0.13
C -0.4250 -0.0431 3.5251  -0.55
I -1.5170 1.5230 2.5525  1.16
C 2.7507 1.1860 -0.5206  -0.24
O 1.6721 0.6114 -0.8942  -0.23
H 3.2836 3.2950 -3.1309  0.09
H 1.7499 2.5669 -2.5585  0.08
H 2.9447 1.5830 -3.4322  0.08
H 6.2927 2.5076 0.0484  0.12
H 4.8661 1.8728 3.1001  0.13
H 6.3783 1.7433 2.1798  0.13
H 6.1028 -0.1595 3.3180  0.10
H 3.1048 0.4215 2.8151  0.13
H 2.4851 -1.7155 3.3177  0.12
H 1.6108 -2.6902 5.4145  0.12
H -0.5731 -1.9450 6.3013  0.11
H -1.8837 -0.2450 5.0626  0.10
O -1.3160 -2.8321 1.6435  0.14
B -1.3321 -1.8567 0.6287  -0.54
O -2.6190 -1.9724 0.0038  0.09
C -3.2910 -2.9843 0.6076  -0.21
C -4.5459 -3.4890 0.3382  0.02
C -4.9967 -4.5164 1.1523  -0.07
C -4.2094 -5.0283 2.1743  -0.07
C -2.9348 -4.5428 2.4285  0.02
C -2.4904 -3.5094 1.6281  -0.20
H -5.1419 -3.0889 -0.4662  0.12
H -5.9897 -4.9103 0.9984  0.11
H -4.6104 -5.8133 2.7953  0.11
H -2.3173 -4.9530 3.2110  0.12
O -2.4256 4.2182 -0.9050  0.14
C -1.9460 3.1442 -0.9113  -0.48
N -1.4725 2.0603 -0.9366  -0.07

Forces on atoms 1 to 3 (eV/Å):
0.99 1.70 -0.91
-0.21 -0.06 -0.20
0.17 -0.06 0.18



6.
Formula: BrFHOPS
Source: the OMol25 dataset
Level of theory: ωB97M-V/def2-TZVPD

## Properties
**2S+1**: 1
**Energy above the lowest of the compared OMol25 structures with the same formula, charge and spin**: 345.4 kJ/mol
**Gap between HOMO and LUMO (spin up / spin down)**: 5.1467 / 5.1463 eV

Each line ends with the natural charge from an NBO analysis.
Positions of all 6 atoms, in Å:
O 0.8147 -0.5579 -0.5199  -1.00
F 0.6108 1.6744 0.4360  -0.54
P 0.0268 0.1573 0.6460  1.65
S 0.7133 -0.6049 2.3990  -0.26
Br -2.7032 0.1403 -1.5556  -0.40
H 0.5376 -0.8093 -1.4056  0.56

Forces on atoms 1 to 3 (eV/Å):
0.03 -0.16 0.46
-1.57 -1.96 0.40
2.63 0.64 0.06